1.
ORCA calculation (wB97M-V/def2-TZVPD) on a cluster of 2 separate species, C5H12N5 in total at a distorted geometry.

CARTESIAN COORDINATES (ANGSTROEM)
C 1.43 1.11 -1.49
C 1.91 -0.15 2.24
C 2.98 -0.87 2.14
C -0.81 0.38 -1.08
C -2.89 -0.74 -1.14
N 0.87 0.44 2.22
N 1.21 1.19 -2.70
N 0.41 0.80 -0.59
N -1.63 -0.48 0.94
N -1.67 -0.33 -0.41
H 2.36 1.28 -0.91
H 2.71 -1.80 1.72
H 4.09 -0.63 2.15
H -0.90 0.62 -2.20
H -2.78 -1.05 -2.13
H -3.10 -1.60 -0.38
H -3.57 0.13 -1.28
H 0.20 0.54 2.97
H 1.99 1.22 -3.32
H 0.62 0.76 0.41
H -1.45 0.44 1.42
H -1.99 -1.26 1.42

Results
HOMO: -12.728 eV
Multiplicity: 1
Kohn-Sham gap: 9.1381 eV
Total charge: +1
Total energy: -12820.036 eV
Energy above the lowest of the compared OMol25 structures with the same formula, charge and spin: 113.6 kcal per mole

Atomic partial charges in e from the Mulliken method, atoms 1 to 6: atom 1 (C): 0.03, atom 2 (C): 0.47, atom 3 (C): -0.86, atom 4 (C): 0.02, atom 5 (C): -0.74, atom 6 (N): -0.54

***

2.
ORCA calculation (wB97M-V/def2-TZVPD) on a structure of composition C52H50Br2LaN8OSSe at a distorted geometry.

CARTESIAN COORDINATES (ANGSTROEM)
La 0.94 0.61 0.48
C -2.66 0.68 -0.86
C -1.58 0.22 -1.81
C -0.95 1.48 -2.39
N -0.06 2.02 -1.41
C 0.51 3.20 -1.67
C 0.21 3.99 -2.83
C 0.67 5.17 -3.29
C 1.70 5.98 -2.78
C 2.40 5.73 -1.60
C 2.18 4.84 -0.59
C 1.22 3.80 -0.52
N 1.06 3.24 0.65
C 1.68 3.96 1.78
C 1.03 3.65 3.11
C 1.16 2.19 3.54
N 0.22 1.33 2.84
C -1.00 1.14 3.38
C -1.39 1.83 4.55
C -2.61 1.94 5.21
C -3.83 1.30 4.98
C -3.95 0.26 4.04
C -3.07 -0.25 3.12
C -1.84 0.20 2.61
N -1.37 -0.25 1.47
C -2.18 -1.20 0.70
C -3.33 -0.43 0.01
H -3.45 1.16 -1.46
H -2.31 1.44 -0.16
H -2.02 -0.36 -2.64
H -0.79 -0.42 -1.38
H -1.78 2.21 -2.59
H -0.45 1.21 -3.35
H -0.42 3.47 -3.54
H 0.23 5.49 -4.26
H 2.06 6.84 -3.33
H 3.23 6.39 -1.42
H 2.90 4.87 0.23
H 1.77 5.04 1.60
H 2.71 3.60 1.91
H -0.08 3.82 3.03
H 1.43 4.32 3.88
H 1.18 2.09 4.65
H 2.17 1.83 3.23
H -0.64 2.50 5.01
H -2.63 2.64 6.05
H -4.67 1.62 5.53
H -4.97 -0.20 4.03
H -3.53 -1.07 2.60
H -2.54 -2.02 1.32
H -1.62 -1.72 -0.07
H -3.99 0.11 0.72
H -3.93 -1.16 -0.56
N -1.32 -2.90 -5.23
C -2.56 -2.72 -5.86
C -2.64 -2.26 -7.15
C -3.86 -2.14 -7.78
C -5.03 -2.50 -7.11
C -5.01 -2.96 -5.81
C -3.76 -3.03 -5.21
S -3.69 -3.75 -3.57
N -2.16 -3.22 -2.95
C -1.26 -2.92 -3.81
C 0.14 -2.45 -3.32
C 0.94 -3.13 -2.38
C 2.24 -2.59 -2.22
C 2.55 -1.34 -2.77
C 1.57 -0.70 -3.52
N 0.45 -1.29 -3.85
H -0.59 -2.39 -5.66
H -1.67 -1.99 -7.62
H -3.94 -1.78 -8.78
H -6.05 -2.35 -7.53
H -5.93 -3.28 -5.30
H 0.63 -4.06 -1.95
H 2.89 -3.06 -1.55
H 3.48 -0.91 -2.50
H 1.68 0.34 -3.77
Br 4.22 2.72 -3.22
C 4.97 2.02 -1.68
C 6.37 2.04 -1.41
C 6.88 1.63 -0.22
Br 8.71 2.03 0.04
C 6.02 1.14 0.81
C 6.35 0.82 2.13
C 5.41 0.49 3.09
C 4.09 0.26 2.64
N 3.75 0.55 1.37
C 4.63 1.02 0.47
C 4.10 1.40 -0.84
O 2.87 1.24 -1.08
H 6.96 2.42 -2.24
H 7.36 0.99 2.36
H 5.66 0.23 4.15
H 3.32 -0.08 3.36
C -3.54 -3.70 4.73
C -2.23 -3.64 3.94
C -1.17 -2.84 4.39
C -0.03 -2.59 3.62
C 1.13 -1.81 4.10
C 0.01 -3.07 2.33
Se 1.43 -2.52 1.15
C -0.90 -4.05 1.92
C -0.78 -4.88 0.64
C -2.02 -4.27 2.71
H -3.27 -3.55 5.83
H -4.00 -4.73 4.62
H -4.33 -2.96 4.42
H -1.27 -2.30 5.36
H 1.06 -1.62 5.20
H 1.12 -0.81 3.59
H 2.08 -2.36 3.85
H -0.98 -4.26 -0.19
H -1.54 -5.67 0.58
H 0.24 -5.32 0.57
H -2.78 -4.93 2.36

Results
HOMO: -4.529 eV
Multiplicity: 1
Kohn-Sham gap: 6.6284 eV
Total charge: -1
Total energy: -285833.898 eV
Energy above the lowest of the compared OMol25 structures with the same formula, charge and spin: 36.8 kcal per mole

Atomic partial charges in e from the Mulliken method, atoms 1 to 6: atom 1 (La): 1.68, atom 2 (C): -1.26, atom 3 (C): 1.63, atom 4 (C): -1.59, atom 5 (N): 0.94, atom 6 (C): 0.30

***

3.
ORCA calculation (wB97M-V/def2-TZVPD) on an isolated molecule of C4H9N.

CARTESIAN COORDINATES (ANGSTROEM)
C 1.82 0.29 0.14
C 0.69 -0.53 -0.47
N -0.49 0.32 -0.58
C -1.81 -0.26 -0.42
C -1.19 0.55 0.66
H 2.01 1.19 -0.46
H 1.58 0.62 1.16
H 2.74 -0.30 0.17
H 0.49 -1.42 0.16
H 0.95 -0.87 -1.47
H -1.88 -1.34 -0.26
H -2.60 0.15 -1.04
H -1.41 1.60 0.85
H -0.91 -0.02 1.55

Results
HOMO: -9.155 eV
Multiplicity: 1
Kohn-Sham gap: 10.4568 eV
Total charge: 0
Total energy: -5782.714 eV
Energy above the lowest of the compared OMol25 structures with the same formula, charge and spin: 25.3 kcal per mole
SMILES string: CCN1CC1

Atomic partial charges in e from the Mulliken method, atoms 1 to 6: atom 1 (C): -1.12, atom 2 (C): -0.29, atom 3 (N): -0.30, atom 4 (C): -0.39, atom 5 (C): -0.43, atom 6 (H): 0.30

***

4.
ORCA calculation (wB97M-V/def2-TZVPD) on a cluster of 2 separate species, C4H6 in total at a distorted geometry.

CARTESIAN COORDINATES (ANGSTROEM)
C 0.83 0.56 -0.36
C 1.01 -0.41 0.54
C -1.45 -0.40 -0.80
C -1.54 0.18 0.25
H 0.13 1.27 -0.18
H 1.71 0.89 -0.96
H 0.40 -0.75 1.39
H 1.95 -0.99 0.56
H -1.27 -0.98 -1.71
H -1.76 0.62 1.27

Results
HOMO: -8.931 eV
Multiplicity: 1
Kohn-Sham gap: 10.2616 eV
Total charge: 0
Total energy: -4240.394 eV
Energy above the lowest of the compared OMol25 structures with the same formula, charge and spin: 82.2 kcal per mole
SMILES string: C#C.C=C

Atomic partial charges in e from the Mulliken method, atoms 1 to 6: atom 1 (C): -0.76, atom 2 (C): -0.36, atom 3 (C): 0.00, atom 4 (C): -0.72, atom 5 (H): 0.43, atom 6 (H): 0.26

***

5.
ORCA calculation (wB97M-V/def2-TZVPD) on a structure of composition C5H11NO2 at a distorted geometry.

CARTESIAN COORDINATES (ANGSTROEM)
C -0.47 0.35 1.29
N 0.63 -0.27 0.56
C 0.99 -0.02 -0.69
C 0.21 0.13 -1.83
O -2.43 0.52 -1.47
C 2.51 -0.06 -0.60
O 2.76 -0.45 0.67
C -1.60 -0.58 1.77
H -0.19 1.05 2.07
H -0.96 0.98 0.54
H 1.76 -0.38 0.96
H 2.88 -0.76 -1.35
H 0.75 0.42 -2.73
H -0.92 0.16 -1.66
H -3.03 0.21 -2.16
H 2.87 0.96 -0.84
H -2.01 -1.06 0.87
H -1.40 -1.36 2.51
H -2.36 0.14 2.09

Results
HOMO: -8.706 eV
Multiplicity: 1
Kohn-Sham gap: 4.9594 eV
Total charge: 0
Total energy: -10940.710 eV
Energy above the lowest of the compared OMol25 structures with the same formula, charge and spin: 197.3 kcal per mole

Atomic partial charges in e from the Mulliken method, atoms 1 to 6: atom 1 (C): -0.31, atom 2 (N): -0.07, atom 3 (C): 0.37, atom 4 (C): -0.75, atom 5 (O): -0.81, atom 6 (C): -0.33

***

6.
ORCA calculation (wB97M-V/def2-TZVPD) on a structure of composition C3H7NO2 at a distorted geometry.

CARTESIAN COORDINATES (ANGSTROEM)
C 0.63 0.64 0.85
C 1.30 0.72 -0.51
C -1.70 -0.49 -0.07
N -1.32 -1.59 -0.60
O -0.23 -0.50 1.00
O -2.35 0.49 -0.04
H -1.95 -2.22 -1.06
H -0.14 -1.41 0.32
H 1.37 0.59 1.65
H -0.01 1.51 1.02
H 1.95 -0.13 -0.67
H 0.55 0.74 -1.31
H 1.89 1.64 -0.58

Results
HOMO: -10.383 eV
Multiplicity: 1
Kohn-Sham gap: 11.3193 eV
Total charge: 0
Total energy: -8807.980 eV
Energy above the lowest of the compared OMol25 structures with the same formula, charge and spin: 58.8 kcal per mole

Atomic partial charges in e from the Mulliken method, atoms 1 to 6: atom 1 (C): -0.18, atom 2 (C): -1.06, atom 3 (C): 0.58, atom 4 (N): -0.60, atom 5 (O): -0.52, atom 6 (O): -0.44

***

7.
ORCA calculation (wB97M-V/def2-TZVPD) on an isolated molecule of C3H9O2PS at a distorted geometry.

CARTESIAN COORDINATES (ANGSTROEM)
C 1.57 -0.07 -1.01
C 1.22 0.83 1.65
C -2.34 -0.85 -0.57
O 0.23 -1.69 0.79
O -1.38 1.47 -1.33
P 0.48 -0.33 0.40
S -1.76 0.84 -0.10
H 1.48 -1.07 -1.55
H 1.43 0.76 -1.59
H 2.55 -0.01 -0.40
H 1.05 1.79 1.10
H 0.55 0.93 2.53
H 2.30 0.68 2.02
H -3.32 -0.71 -1.21
H -2.65 -1.36 0.24
H -1.39 -1.21 -0.98

Results
HOMO: -8.347 eV
Multiplicity: 1
Kohn-Sham gap: 8.3858 eV
Total charge: 0
Total energy: -27474.422 eV
Energy above the lowest of the compared OMol25 structures with the same formula, charge and spin: 57.8 kcal per mole

Atomic partial charges in e from the Mulliken method, atoms 1 to 6: atom 1 (C): -0.89, atom 2 (C): -1.04, atom 3 (C): -0.77, atom 4 (O): -0.66, atom 5 (O): -0.52, atom 6 (P): 0.67

***

Number 1: LUMO level -3.59 eV. Number 2: LUMO level 2.10 eV. Number 3: LUMO level 1.30 eV. Number 4: LUMO level 1.33 eV. Number 5: LUMO level -3.75 eV. Number 6: LUMO level 0.94 eV. Number 7: LUMO level 0.04 eV.